64
Properties=species:S:1:pos:R:3:forces:R:3:mulliken_charge:R:1 method="wB97M-V/def2-TZVPD" de_lowest_kcal_mol=40.9 lumo_energy_ha=0.0842 total_charge=-1 orbital_gap_ev=6.9861
K 0.042520 0.691105 0.435630 1.4 -0.1 -0.8 1.195
Cl -3.498293 6.893875 -1.288670 -0.2 0.3 0.0 -0.272
C -2.876140 5.274320 -1.222983 0.0 -0.1 0.0 0.565
C -2.504513 4.734122 -0.003294 0.0 0.1 -0.1 -0.910
C -1.975554 3.464252 0.029133 -0.2 0.1 -0.5 0.779
Cl -1.562336 2.757777 1.548489 -0.2 0.3 0.7 -0.238
C -1.790476 2.645576 -1.125288 -0.3 0.5 -0.1 -0.574
O -1.304363 1.487121 -1.085356 -1.3 0.4 -1.5 -0.841
C -2.227025 3.276822 -2.323893 -0.1 0.1 0.1 0.630
Cl -2.114947 2.353196 -3.775700 0.1 -0.3 -0.5 -0.238
C -2.756660 4.542259 -2.391417 0.0 0.1 0.2 -0.855
H -2.641191 5.292247 0.911168 0.0 0.0 0.0 0.415
H -3.082855 4.941310 -3.338758 0.0 0.1 -0.1 0.423
O 1.097410 -2.909436 1.179772 -0.1 -0.2 -0.1 -0.648
C 2.183688 -2.595417 0.355938 0.4 -0.2 -0.1 0.200
C 2.196999 -3.518690 -0.860809 -0.2 0.2 0.2 -0.899
C 0.905731 -3.376850 -1.678898 0.1 -0.1 0.1 -1.075
C 0.972156 -2.291041 -2.709065 0.0 -0.5 -0.2 0.584
C 1.418205 -2.559532 -4.003653 0.0 0.1 0.1 -0.647
C 1.370803 -1.552979 -4.950679 0.1 0.0 0.1 -0.450
C 0.893268 -0.309699 -4.573962 0.0 0.0 0.0 -0.849
C 0.531171 -0.119463 -3.249103 0.0 0.3 -0.4 -0.319
N 0.569156 -1.082114 -2.345493 -0.1 0.0 0.7 0.256
H 0.881969 -2.093960 1.680318 -0.1 0.1 0.0 0.465
H 3.124926 -2.728396 0.915597 0.0 0.2 -0.2 0.331
H 2.132808 -1.552922 0.012265 0.0 0.0 0.1 -0.235
H 2.276282 -4.546772 -0.507217 0.1 -0.1 0.0 0.458
H 3.072127 -3.290261 -1.473730 0.1 -0.1 0.0 0.349
H 0.109649 -3.146678 -0.970152 -0.1 -0.1 -0.1 0.254
H 0.675014 -4.322206 -2.175093 0.0 0.0 0.0 0.449
H 1.783887 -3.544136 -4.254157 0.0 -0.1 0.0 0.431
H 1.700806 -1.737032 -5.964284 0.0 0.0 -0.1 0.396
H 0.788157 0.486555 -5.292381 0.0 0.2 0.0 0.468
H 0.174726 0.832138 -2.893499 -0.1 0.3 0.0 0.403
O 0.471845 0.034339 4.339510 0.0 0.2 0.4 -0.772
C 0.012537 -0.399848 3.289353 -0.2 -0.2 0.6 0.130
O 0.634630 -0.497092 2.190555 0.6 -1.2 1.1 -0.569
C -1.442476 -0.876962 3.282167 0.2 0.1 -0.1 0.412
C -2.140369 -1.034336 2.094481 0.3 0.0 0.0 -0.102
C -3.460119 -1.475874 2.072390 -0.4 -0.2 0.1 -1.526
C -4.041149 -1.767505 3.282014 0.3 0.1 0.3 1.098
O -5.312665 -2.240104 3.543362 0.4 0.2 -0.5 -0.503
C -5.368887 -2.419207 4.936826 -1.0 -0.5 0.6 -0.242
O -4.167723 -1.989532 5.526685 0.5 0.3 0.0 -0.507
C -3.347489 -1.609967 4.478429 -0.2 -0.1 -0.5 1.084
C -2.054316 -1.155920 4.508262 -0.3 -0.1 0.2 -1.137
H -1.643772 -0.815062 1.157172 -0.3 -0.3 0.1 0.211
H -4.008203 -1.602237 1.152603 0.0 0.0 -0.1 0.446
H -5.531135 -3.489552 5.157705 0.1 0.2 0.0 0.235
H -6.213679 -1.841070 5.345359 0.2 0.0 -0.1 0.229
H -1.508066 -1.018069 5.427286 0.1 0.0 0.1 0.534
C 4.134507 3.212467 -0.547583 -0.3 -0.1 0.0 -1.313
P 2.830941 1.898445 -0.447670 0.8 0.2 -0.2 0.460
C 3.594480 0.704379 -1.632669 -0.2 0.1 0.1 -0.972
C 3.341680 1.141323 1.145219 -0.1 0.0 -0.2 -0.923
H 5.135103 2.792106 -0.436742 0.0 0.0 0.0 0.343
H 3.956116 3.937845 0.244321 0.0 0.1 0.0 0.366
H 4.063974 3.726474 -1.504612 0.0 0.0 -0.1 0.366
H 4.617255 0.441145 -1.347135 -0.1 0.0 0.0 0.451
H 3.593192 1.147379 -2.628894 0.0 0.0 -0.1 0.419
H 2.979723 -0.190877 -1.669271 0.0 -0.2 -0.1 -0.067
H 4.287382 0.607717 1.042498 0.1 0.0 0.1 0.375
H 2.576156 0.454629 1.498636 0.0 -0.1 0.2 0.030
H 3.443423 1.929875 1.888968 0.0 0.0 0.1 0.439



62
Properties=species:S:1:pos:R:3:forces:R:3:mulliken_charge:R:1 method="wB97M-V/def2-TZVPD" lumo_energy_ha=0.0150 total_charge=0 orbital_gap_ev=7.7831
O 0.553220 -5.985101 -1.881477 0.2 0.4 0.2 -0.598
O -0.281217 -1.661467 -1.356589 -0.7 0.1 0.3 -0.753
Cl 5.740450 1.414762 0.179948 -0.1 0.0 0.0 -0.253
N -0.818466 3.148917 0.061572 -1.4 -0.3 -0.5 -0.642
O -5.129951 7.945831 -0.536059 0.3 0.2 0.1 -0.597
O -2.447148 8.132378 -0.068202 0.0 -0.3 0.0 -0.591
O -0.887466 5.807572 0.128133 -1.1 0.4 -0.2 -0.635
C -0.632611 -5.773850 -1.688622 0.8 -1.3 -0.9 0.730
C 0.334188 -2.697729 -1.124304 -0.2 0.4 -0.3 0.148
C -2.108235 3.182083 -0.166572 2.0 0.3 0.3 -0.235
C 2.560066 -1.093128 3.079681 -0.4 -0.6 -0.4 -0.344
C 1.155204 -1.089036 3.054410 0.5 -0.7 -0.4 -0.665
C 3.270554 -2.126779 2.446265 -1.0 0.0 0.1 -0.913
C 3.425745 2.867070 0.213413 -0.2 -0.4 0.0 -0.863
C 3.189036 0.466616 0.110352 -0.1 0.4 0.0 -0.418
C -4.992613 5.553807 -0.582052 0.5 -0.6 0.1 -0.728
C -4.231082 4.386588 -0.485473 -0.1 0.7 0.0 -1.173
C 2.033438 3.003621 0.197781 0.3 -0.2 0.0 0.042
C 1.800243 0.604666 0.101334 0.6 0.0 0.0 0.448
C 0.461185 -2.119256 2.395785 1.1 0.2 0.1 -0.247
C 2.576098 -3.156323 1.786729 -0.4 0.9 0.5 -0.220
C 4.006852 1.596373 0.165867 -0.7 0.1 0.0 0.069
C -4.381769 6.800406 -0.441408 -0.3 -1.2 -0.1 1.481
C -3.005125 6.885432 -0.203362 -0.4 0.6 0.0 0.249
C -2.235262 5.714655 -0.104734 0.8 -0.2 0.1 -0.424
C -2.850770 4.448723 -0.245589 -0.3 -0.2 0.0 0.823
C 1.209926 1.867977 0.133841 0.3 0.4 -0.1 -0.282
C 1.168354 -3.155122 1.753943 0.2 0.3 0.0 0.585
N -0.178552 1.947774 0.083437 -0.5 -0.1 0.1 -0.046
N 1.559573 -2.801068 -1.656350 0.8 -1.0 0.3 0.018
N -1.108808 -4.813134 -0.897570 -0.3 1.2 0.6 -0.103
C -1.667356 -6.645173 -2.362117 0.0 0.1 0.0 -1.311
C 2.565874 -3.860055 -1.592013 -0.1 0.1 -0.2 -0.814
C 0.412309 -4.248328 1.017700 0.6 -0.1 0.0 -1.519
C -0.361006 -3.744675 -0.214356 -0.3 -0.1 0.6 -0.002
H -6.060208 7.718437 -0.695320 0.5 0.0 0.1 0.289
H -3.160339 8.787143 -0.153469 0.2 -0.3 0.0 0.318
H -0.530602 4.893427 0.166021 -0.1 0.1 0.0 0.803
H -2.641321 2.247782 -0.318050 -0.2 -0.1 -0.1 0.364
H 3.093455 -0.297847 3.581696 0.0 0.0 0.0 0.438
H 0.611539 -0.287092 3.534798 0.0 0.0 0.0 0.429
H 4.351533 -2.128513 2.469211 0.0 0.0 0.0 0.403
H 4.058280 3.748222 0.256193 -0.1 -0.1 0.0 0.409
H 3.635998 -0.521901 0.083810 -0.1 0.1 0.0 0.540
H -6.058568 5.479706 -0.768385 0.0 0.1 0.0 0.254
H -4.719954 3.422730 -0.601952 0.1 0.1 0.0 0.311
H 1.596827 3.996398 0.226107 0.1 -0.2 0.0 0.257
H 1.182754 -0.283685 0.081919 0.0 0.0 -0.1 -0.076
H -0.618326 -2.108809 2.382353 -0.2 0.0 0.0 0.376
H 3.129596 -3.951854 1.311107 0.0 -0.1 -0.1 0.434
H -0.678759 1.090737 -0.171415 0.1 0.5 0.1 0.308
H 1.805826 -1.999337 -2.216702 -0.1 0.1 0.0 0.330
H -2.110646 -4.768636 -0.820343 0.0 0.2 0.0 0.301
H -1.158986 -7.380057 -2.985098 0.0 0.1 0.1 0.343
H -2.310865 -6.026413 -2.984343 -0.2 -0.1 0.0 0.348
H -2.259634 -7.156573 -1.606397 -0.2 -0.1 0.0 0.339
H 2.645221 -4.344928 -2.566952 0.0 -0.1 0.1 0.335
H 2.316489 -4.622326 -0.861962 -0.1 0.1 -0.1 0.242
H 3.534456 -3.431917 -1.331450 0.0 0.1 0.0 0.285
H 1.094608 -5.048171 0.737352 0.1 0.0 0.0 0.538
H -0.303226 -4.689641 1.712500 -0.2 -0.1 -0.1 0.432
H -1.150029 -3.141909 0.235431 0.0 0.2 -0.3 0.433



64
Properties=species:S:1:pos:R:3:forces:R:3:mulliken_spin:R:1 method="wB97M-V/def2-TZVPD" de_lowest_kcal_mol=0.0 lumo_energy_ha="-0.1057 / -0.1356" total_charge=+1 multiplicity=2 orbital_gap_ev="7.4210 / 7.2989"
Cu 1.655378 -1.558489 -0.810428 -0.4 -0.1 0.0 0.301
O 0.901385 -4.149385 -0.423632 -0.4 1.7 0.7 0.190
C 0.698365 -3.092495 0.140296 0.1 -2.5 -0.2 0.364
C -0.085546 -2.990288 1.440431 1.0 2.2 -1.4 0.024
C -0.831547 -3.993780 1.919868 -1.4 -3.3 1.3 -0.027
C -1.423194 -3.939796 3.189107 0.4 1.5 0.8 0.008
C -1.384772 -2.724668 3.887609 1.0 0.4 -1.9 -0.006
C -0.763424 -1.595816 3.261669 -0.2 -2.7 -0.3 0.018
C -0.064884 -1.730765 2.078284 0.3 -1.1 -0.8 -0.009
P 0.868486 -0.499531 1.094857 1.2 0.2 1.3 0.088
C -0.322192 0.766992 0.931733 -1.5 2.1 -1.6 -0.031
C 0.094457 2.121096 0.427545 -0.1 1.3 0.2 -0.004
C -0.831504 3.058812 0.082816 -0.4 -1.5 -0.6 -0.002
C -2.308580 2.736374 -0.162289 -0.6 -0.4 0.9 0.003
C -2.776480 1.365341 0.493300 1.8 0.9 -0.7 0.016
C -1.646018 0.543303 0.958860 -0.2 -1.6 0.7 0.036
C 2.131086 0.221997 2.236985 -1.2 0.2 -0.6 0.011
C 1.733627 0.768907 3.451720 -0.1 -0.9 1.0 -0.003
C 2.692683 1.095361 4.396252 -1.8 1.0 0.9 0.002
C 4.017113 0.999789 4.124488 0.5 -0.1 -1.2 0.000
C 4.419985 0.614218 2.864022 -1.0 -0.6 -0.5 0.002
C 3.456885 0.241302 1.890985 1.9 0.2 0.7 0.003
H -0.965473 -4.969509 1.435744 0.5 0.6 -0.3 0.003
H -1.828469 -4.801362 3.715604 -0.1 0.0 -0.6 0.002
H -1.794549 -2.640763 4.867651 -0.3 0.1 0.5 0.000
H -0.826966 -0.672566 3.691238 -0.2 2.2 1.3 0.000
H 1.172805 2.426911 0.491072 -1.1 -0.4 0.1 -0.003
H -0.615380 4.087687 -0.137163 0.7 0.2 0.0 0.000
H -2.952588 3.587620 0.115735 0.4 -0.3 0.1 0.000
H -3.518209 1.319152 1.241821 -0.8 0.6 1.1 0.001
H -2.032860 -0.386294 1.388305 0.5 0.0 -0.2 0.000
H 0.698004 0.746342 3.792367 0.2 0.3 -0.4 0.001
H 2.371559 1.506801 5.362770 0.1 -0.3 -0.4 0.000
H 4.738492 1.274469 4.836231 0.8 0.2 0.9 0.000
H 5.466538 0.486083 2.700453 0.5 0.2 -0.5 0.000
H 3.828128 -0.016233 0.910773 -0.2 -0.4 -0.1 0.003
N 0.271754 -1.792982 -2.693689 0.5 -0.5 -0.4 0.002
N 0.888202 -0.972412 -3.677524 0.7 -1.5 2.6 0.000
C 2.206493 -0.683404 -3.583858 0.2 0.7 1.0 0.002
N 2.705688 0.122645 -4.505456 0.1 0.2 -0.6 0.002
N 2.835778 -1.090265 -2.470920 0.6 -0.1 0.1 -0.004
N 4.195638 -0.714007 -2.292523 -0.4 1.6 0.9 0.001
O 4.633932 -0.931609 -1.177630 -0.5 -0.6 -0.8 -0.001
O 4.803542 -0.053344 -3.129993 -0.2 -0.9 0.1 0.002
H 0.035307 -2.701156 -3.099971 0.5 0.1 0.1 0.000
H -0.616000 -1.379218 -2.420989 0.0 0.8 -0.2 -0.001
H 0.360473 -0.817073 -4.466298 -1.0 0.7 -2.1 0.001
H 2.148041 0.267045 -5.312361 -0.3 0.4 -0.6 0.000
H 3.574366 0.642092 -4.403700 -0.2 -0.7 0.1 0.000
C -4.924033 0.850440 -0.807923 -0.6 0.7 0.2 0.000
C -3.417899 0.917092 -0.828898 -0.2 1.1 -0.9 0.004
C -2.833209 2.182887 -1.548603 1.0 -0.8 0.2 -0.004
C -1.742963 1.544353 -2.417889 -0.4 -1.8 0.9 0.002
N -1.745040 0.235379 -2.315962 0.3 2.9 -0.7 0.000
N -2.847369 -0.160371 -1.598713 0.0 -2.3 1.2 0.001
C -0.771109 2.325124 -3.230513 -1.0 0.8 -0.6 0.000
H -5.344749 1.714213 -0.216607 0.3 -0.8 -0.8 0.000
H -5.369182 -0.061794 -0.393809 0.4 0.0 0.1 0.000
H -5.227836 0.896593 -1.856516 -0.3 0.2 0.2 0.000
H -3.540446 2.803329 -2.093300 0.1 0.2 -0.1 0.000
H -2.583140 -0.978276 -1.016516 -0.4 0.6 -0.6 0.000
H -1.246944 3.337948 -3.425652 0.8 -1.1 0.0 0.000
H -0.591616 1.814450 -4.185310 0.0 0.3 0.2 0.000
H 0.169983 2.475502 -2.715960 0.2 0.1 0.2 0.000



64
Properties=species:S:1:pos:R:3:forces:R:3:mulliken_charge:R:1 method="wB97M-V/def2-TZVPD" de_lowest_kcal_mol=10.0 lumo_energy_ha="-0.1803 / -0.1803" total_charge=+1 orbital_gap_ev="5.7072 / 5.7080"
Ru -0.724712 0.072985 0.941743 -0.5 0.4 0.7 0.285
N 2.395465 3.075723 1.226953 0.0 -0.1 0.1 -0.314
C 1.639632 1.997024 0.991662 0.0 0.0 -0.1 0.513
S -0.049611 2.253229 0.582822 -0.1 0.0 0.1 -0.329
N 2.194885 0.814180 1.060701 0.1 0.0 0.0 -1.640
N 1.310232 -0.175714 0.756734 0.0 0.0 0.1 1.193
C 1.759723 -1.304441 0.350155 0.0 0.1 0.0 -0.672
C 0.743587 -2.200179 -0.148109 0.0 -0.1 -0.1 0.521
C 0.998472 -3.433949 -0.724369 0.0 0.0 0.0 -0.920
C -0.048305 -4.132150 -1.299037 0.0 0.0 0.0 -0.415
C -1.318665 -3.575043 -1.285996 0.0 0.0 0.0 -1.143
C -1.510420 -2.353592 -0.674096 -0.1 0.0 0.0 -0.189
N -0.499729 -1.679599 -0.114729 -0.2 -0.2 0.1 0.734
H 2.001638 3.997330 1.164774 0.0 0.0 0.0 0.225
H 3.388729 2.967917 1.353159 0.0 0.0 0.0 0.258
H 2.823225 -1.493575 0.276812 0.0 0.0 0.0 0.485
H 2.006705 -3.823347 -0.725618 0.0 0.0 0.0 0.518
H 0.124492 -5.097439 -1.754374 0.0 0.0 0.0 0.438
H -2.162577 -4.081341 -1.731173 0.0 0.0 0.0 0.480
H -2.485367 -1.895210 -0.607193 0.0 0.0 0.0 0.629
F -2.098886 -1.922622 6.830733 0.0 0.0 0.0 -0.295
C -2.177298 -1.884896 5.498816 -0.1 0.0 0.0 0.629
F -2.017604 -3.136957 5.041225 0.0 0.0 0.0 -0.225
F -3.417117 -1.493092 5.169641 0.0 0.0 0.0 -0.190
C -1.145981 -0.958152 4.914668 0.0 0.0 -0.2 -0.236
C -0.277674 -0.240128 5.699880 0.1 0.1 0.0 -0.293
C 0.648964 0.621397 5.105618 0.0 0.0 0.1 -1.114
C 0.664698 0.754010 3.742575 -0.2 0.0 -0.1 -0.204
N -0.184052 0.048142 2.972040 0.1 -0.3 -0.2 0.320
C -1.058880 -0.810514 3.524607 0.1 0.0 -0.1 0.781
S -1.953189 -1.554156 2.265000 0.1 0.2 0.0 -0.254
H -0.317827 -0.344601 6.775808 0.0 0.0 0.0 0.571
H 1.342581 1.191632 5.704694 0.0 0.0 0.0 0.479
H 1.351163 1.420019 3.250327 0.0 0.0 0.0 0.348
C -3.366327 0.037055 -2.637100 0.1 0.1 -0.1 -1.284
C -2.398941 1.219996 -2.541899 0.0 -0.1 0.1 0.503
C -0.934065 0.781890 -2.523736 -0.1 0.0 -0.1 -1.388
C -2.826149 2.161251 -1.423979 0.0 0.1 -0.1 1.484
C -3.238385 3.435682 -1.824743 0.1 -0.2 0.0 -1.034
C -3.787982 4.345807 -0.946902 0.0 -0.1 0.1 -1.374
C -3.987201 3.947148 0.360951 0.1 -0.1 0.1 -0.937
C -3.604310 2.686134 0.821773 -0.1 0.2 0.0 0.489
C -4.010423 2.327659 2.240761 0.0 -0.1 0.0 0.331
C -2.835641 2.207951 3.206579 0.0 0.1 0.0 -1.608
C -4.904269 1.085823 2.290527 0.0 0.0 0.0 -1.472
C -2.953423 1.807356 -0.064953 -0.3 0.5 0.0 0.202
O -2.546122 0.578927 0.398660 0.7 -0.5 -0.6 -0.612
H -3.082206 -0.631229 -3.452694 0.0 0.0 0.0 0.412
H -4.380542 0.388784 -2.826319 0.0 0.0 0.0 0.408
H -3.388193 -0.522715 -1.705022 0.0 0.0 0.0 0.012
H -2.515434 1.794266 -3.463854 0.0 0.0 0.0 0.660
H -0.736713 0.033455 -1.759755 0.0 0.0 0.0 0.306
H -0.269084 1.626579 -2.346273 0.0 0.0 0.0 0.330
H -0.672383 0.335139 -3.485012 0.0 0.0 0.0 0.534
H -3.132384 3.696547 -2.871212 0.0 0.0 0.0 0.414
H -4.094140 5.326545 -1.282752 0.0 0.0 0.0 0.403
H -4.471317 4.618802 1.059687 0.0 0.0 0.0 0.422
H -4.613882 3.170070 2.587401 0.0 0.0 0.0 0.697
H -2.259291 1.315173 2.985502 0.0 0.0 0.0 0.434
H -3.201245 2.129180 4.232435 0.0 0.0 0.0 0.529
H -2.172274 3.072601 3.142175 0.0 0.0 0.0 0.317
H -4.406149 0.219303 1.856617 0.0 0.0 0.0 0.034
H -5.834145 1.257684 1.747444 0.0 0.0 0.0 0.420
H -5.156380 0.850047 3.325840 0.0 0.0 0.0 0.397



no.,energy (Eh)
1,-3797.04621
2,-2024.28897
3,-3559.26678
4,-2508.56300